Formula: C4H11NO2
Source: the Open Molecules 2025 dataset
Level of theory: ωB97M-V/def2-TZVPD

Positions of all 18 atoms, in Å:
C -0.73209 -0.96246 1.31567
O -1.66899 -0.00260 1.79836
C 0.34132 -0.35266 0.47185
C -0.21908 0.36527 -0.76028
C 0.34227 1.81107 -0.92088
O 0.18339 -0.40278 -1.89115
N 1.35875 -1.36715 0.24577
H -0.32764 -1.54843 2.14042
H -1.30175 -1.67243 0.70303
H 0.83764 0.35315 1.14950
H -1.30503 0.44094 -0.76198
H -0.44047 2.56060 -0.87198
H 0.96875 2.04813 -0.05032
H 0.96349 1.87659 -1.80854
H -0.40310 -0.21101 -2.62985
H 0.89097 -2.26924 0.17682
H 1.69442 -1.23792 -0.70718
H -1.18284 0.57093 2.40073

Forces on atoms 1 to 6 (eV/Å):
C -1.2 -0.5 0.0
O 0.2 0.0 0.0
C 0.5 0.1 1.3
C 0.7 1.1 -0.8
C 0.1 -0.4 1.2
O -0.2 -0.4 -0.4

- structure (SMILES) = C[C@@H](O)[C@H](N)CO
- energy relative to the best compared isomer or geometry (same formula, charge and spin) (kJ/mol) = 150.1
- highest occupied orbital energy (eV) = -9.522

Formula: C15H23NO6
Source: the Open Molecules 2025 dataset
Level of theory: ωB97M-V/def2-TZVPD

Positions of all 45 atoms, in Å:
O 3.57738 -1.33466 3.79876
O 1.57463 -0.58713 -0.34474
O -0.49308 -0.96100 -1.54429
O -1.09162 2.90401 -0.44418
O 2.27205 0.41185 2.89860
O -0.63983 -0.16470 2.03059
C 2.68448 -0.51816 3.84785
C 0.43766 -0.20041 -0.74631
C 1.74202 -0.57520 4.95469
C 0.86313 0.41339 4.64276
N -0.02541 0.93886 -0.35766
C -2.61757 1.17944 -0.93203
C -0.74732 1.90007 -2.49006
C 0.82831 -1.94531 -3.22514
C 0.29341 -3.12953 -1.11456
C -1.59443 -2.41976 -2.66117
C -1.07428 1.66439 -1.01675
C -0.17859 -2.16650 -2.16520
C 0.04999 3.11877 0.42954
C 0.56088 1.64591 0.75536
C 1.07987 1.01947 3.30034
C 0.07142 1.12038 2.19122
H 0.05419 -0.79798 1.69259
H 1.73896 -1.12542 5.95358
H 0.01295 0.58512 5.25674
H -3.02799 0.99215 0.03588
H -3.27486 1.84398 -1.45409
H -2.59852 0.21881 -1.44353
H -0.42418 1.04538 -2.96594
H -1.66595 2.42154 -2.95895
H 0.07503 2.62132 -2.61233
H 0.49135 -1.05221 -3.82871
H 1.83395 -1.65677 -2.72804
H 0.94762 -2.81278 -3.77168
H -0.15660 -4.08793 -1.32867
H 1.35971 -3.22892 -1.02774
H 0.00436 -2.82857 -0.09702
H -1.84857 -1.63487 -3.42521
H -2.29067 -2.45777 -1.88775
H -1.77556 -3.26713 -3.24816
H -0.18304 3.63756 1.37947
H 0.70544 3.68528 -0.23800
H 1.68479 1.60687 0.78609
H 1.32242 2.07329 3.55970
H -0.55790 1.90487 2.54410

Forces on atoms 1 to 6 (eV/Å):
O 0.2 1.6 -1.4
O -3.1 0.0 -1.3
O 1.8 4.9 2.9
O 0.3 2.1 2.9
O 1.9 -1.6 -0.1
O 1.5 0.9 -0.1

- structure (SMILES) = CC(C)(C)OC(=O)N1[C@H]([C@@H](O)[C@H]2C=CC(=O)O2)COC1(C)C
- energy relative to the best compared isomer or geometry (same formula, charge and spin) (kJ/mol) = 183.2
- highest occupied orbital energy (eV) = -9.436

Formula: C26H32IrNO5S
Source: the Open Molecules 2025 dataset
Level of theory: ωB97M-V/def2-TZVPD

Positions of all 66 atoms, in Å:
O -4.43419 0.87517 -6.51977
C -3.78197 0.77503 -7.82969
C -4.94540 1.42825 -8.58680
H -3.60611 -0.27341 -8.10717
H -2.85147 1.35746 -7.86027
C -5.59442 1.47482 -7.16714
H -5.46498 0.76921 -9.28944
H -4.72832 2.41760 -9.00179
C -6.84302 0.61600 -7.08314
H -6.66387 -0.38594 -7.49126
H -7.64523 1.09194 -7.66649
H -7.18416 0.53743 -6.04371
C -5.87020 2.88275 -6.67646
H -4.98159 3.51629 -6.78156
H -6.18731 2.85771 -5.62622
H -6.68769 3.31909 -7.26814
Ir -0.03076 0.31118 0.58849
C 1.05992 1.91150 1.27613
C 2.06340 1.15886 0.54945
C 1.71737 1.17880 -0.83452
H 2.96783 0.73863 0.98232
C 0.56973 1.98886 -1.00783
C 0.07225 2.35695 0.29253
H -0.82299 2.93807 0.51958
H 1.08446 2.17182 2.33251
H 2.29050 0.69466 -1.62646
H 0.17286 2.33490 -1.96331
C -0.70094 -0.91322 2.26551
C -1.51329 0.25460 1.98593
C -2.13429 0.04856 0.67749
H -1.68976 1.08390 2.66532
C -1.77999 -1.27520 0.24168
C -0.87096 -1.83271 1.17029
H -0.43555 -2.82823 1.11878
H -0.14745 -1.09516 3.18389
H -2.81492 0.74837 0.19362
H -2.17447 -1.79447 -0.63105
O -0.93984 -0.10739 -2.11244
C -2.07343 0.70296 -2.49352
C -1.96180 0.93571 -3.98640
H -2.08503 1.62561 -1.89443
H -2.98342 0.14053 -2.24043
C -1.18238 -0.30402 -4.44793
H -1.35250 1.83146 -4.15477
H -2.92712 1.05701 -4.48126
C -0.24520 -0.56550 -3.28332
H -0.67151 -0.17136 -5.40180
H -1.88770 -1.13863 -4.52949
H 0.68181 0.01915 -3.38870
H 0.02938 -1.61450 -3.12258
O 4.94259 -4.48079 1.20661
S 3.54862 -4.31049 1.56072
O 2.82990 -5.44319 2.08620
N 2.70426 -3.46615 0.45073
C 2.29534 -2.23653 0.81662
O 1.62360 -1.50730 0.02911
C 2.71940 -1.92750 2.22800
C 2.53662 -0.83960 3.10233
C 3.10853 -0.85249 4.38092
C 3.84569 -1.95831 4.83386
C 4.00847 -3.06058 3.99160
C 3.43893 -2.99534 2.72888
H 1.94076 0.02312 2.79296
H 2.97899 0.01301 5.04508
H 4.29433 -1.97960 5.82469
H 4.55890 -3.96016 4.26468

Forces on atoms 1 to 6 (eV/Å):
O 0.0 0.1 -1.1
C 0.3 -0.1 0.1
C 0.0 -0.1 1.0
H 0.1 0.3 0.2
H -0.1 -0.3 0.1
C -0.8 0.4 -0.8

- expectation value of S² = 8.80
- energy relative to the best compared isomer or geometry (same formula, charge and spin) (kJ/mol) = 0.0
- spin multiplicity = 6
- total charge = +1
- highest occupied orbital energy (spin up / spin down) (eV) = -8.612 / -11.435

Formula: C6H9F3NOS
Source: the Open Molecules 2025 dataset
Level of theory: ωB97M-V/def2-TZVPD

Positions of all 21 atoms, in Å:
C -1.44629 -0.33959 -0.20371
C -0.48046 1.33994 -0.92921
C 0.56785 -1.12181 -1.54429
C 1.28647 -0.09250 0.62510
C -0.08226 -0.11022 -0.65317
C 0.89845 -0.24800 2.07096
N -1.73648 1.13770 -0.02448
O 3.02507 -1.82611 -0.70624
F -0.03848 0.75325 2.42788
F 0.19421 -1.36726 2.13958
F 1.87761 -0.21732 2.92445
S 1.67444 -1.83909 -0.18958
H -2.21086 -0.59921 -0.91928
H -1.59959 -0.86445 0.74258
H 0.24640 2.05758 -0.61900
H -0.82065 1.61100 -1.86509
H -0.17708 -1.73071 -1.90131
H 1.25874 -0.61922 -2.14445
H 1.94606 0.79459 0.37821
H -2.61818 1.58038 -0.43660
H -1.76495 1.70104 0.82766

Forces on atoms 1 to 6 (eV/Å):
C -2.5 -0.4 3.0
C 0.4 -0.4 1.5
C 0.8 1.4 3.2
C -1.8 -0.3 -2.9
C 2.9 1.2 2.0
C -1.6 1.5 -1.3

- energy relative to the best compared isomer or geometry (same formula, charge and spin) (kJ/mol) = 322.2
- total charge = +1
- highest occupied orbital energy (eV) = -12.956

Formula: C14H18
Source: the Open Molecules 2025 dataset
Level of theory: ωB97M-V/def2-TZVPD

Positions of all 32 atoms, in Å:
C -4.11750 0.04038 0.29026
C -3.65924 -1.15344 -0.20100
C -3.26983 1.09407 0.60067
C -2.33154 -1.40288 -0.28156
C -1.92190 0.87735 0.24565
C -1.49118 -0.36243 0.06188
C -1.01111 1.95043 0.06773
C 0.23191 1.70233 -0.30891
C 0.69893 0.32904 -0.64398
C 0.71885 -0.03610 -2.16749
C 2.16173 -1.77091 0.20917
C 1.32176 -0.08729 1.78208
C 3.08433 0.50234 0.05475
C 1.76449 -0.27125 0.31852
H -5.12186 0.22650 0.48607
H -4.38634 -1.90339 -0.47961
H -3.76563 1.97853 0.98918
H -1.91439 -2.30972 -0.62667
H -1.38307 2.95105 0.25668
H 1.00031 2.56775 -0.27027
H 0.16380 0.75183 -2.62869
H 0.46036 -1.00591 -2.58398
H 1.85738 0.18727 -2.41059
H 2.94952 -2.02837 -0.54975
H 1.39533 -2.55062 0.03357
H 2.60942 -2.11230 1.14126
H 0.48099 0.50633 1.83935
H 0.97434 -1.10806 2.23170
H 2.23492 0.19460 2.33383
H 2.95435 1.44679 -0.54393
H 3.88882 -0.12395 -0.27199
H 3.42206 0.92004 1.02607

Forces on atoms 1 to 6 (eV/Å):
C 0.9 1.3 0.8
C -1.4 -1.1 -0.2
C -0.6 -1.2 -0.9
C 1.3 0.5 0.2
C -1.7 2.0 1.5
C 3.7 -1.1 -2.3

- energy relative to the best compared isomer or geometry (same formula, charge and spin) (kJ/mol) = 169.5
- highest occupied orbital energy (spin up / spin down) (eV) = -8.107 / -8.104

Formula: C4H7NO
Source: the Open Molecules 2025 dataset
Level of theory: ωB97M-V/def2-TZVPD

Positions of all 13 atoms, in Å:
C -1.01993 -0.49666 1.12334
C -0.29919 -0.56720 -0.22538
N -0.77633 0.52957 -1.09330
C 1.17891 -0.25466 -0.11742
C 1.29745 1.04028 -0.38247
O 0.13915 1.62089 -0.82774
H -0.99272 0.53504 1.48971
H -0.53960 -1.13922 1.86839
H -2.07025 -0.79168 1.02712
H -0.49914 -1.52217 -0.72481
H -0.52282 0.26671 -2.04997
H 1.96657 -0.93386 0.17092
H 2.13792 1.71297 -0.25841

Forces on atoms 1 to 6 (eV/Å):
C 0.0 0.0 0.1
C -0.1 -0.1 0.0
N 0.0 -0.1 -0.1
C 0.0 0.1 0.1
C 0.1 -0.2 0.0
O 0.1 0.0 0.1

- structure (SMILES) = C[C@@H]1C=CON1
- energy relative to the best compared isomer or geometry (same formula, charge and spin) (kJ/mol) = 281.5
- highest occupied orbital energy (eV) = -8.823

Formula: CH5FN2
Source: the Open Molecules 2025 dataset
Level of theory: ωB97M-V/def2-TZVPD

Positions of all 9 atoms, in Å:
C 0.37956 -0.32338 0.14732
N 0.07286 0.03071 -1.15501
N -0.56533 0.25373 0.99371
F 1.75182 -0.13185 0.56017
H 0.34362 -1.85850 -0.15185
H -0.23774 1.00730 -1.16323
H 0.93153 0.18451 -1.60780
H -0.53547 -0.24311 1.84000
H -1.45048 0.60718 0.63296

Forces on atoms 1 to 6 (eV/Å):
C -0.4 -4.5 -1.0
N -0.2 2.1 -0.9
N 1.4 -0.2 -0.1
F -2.0 0.2 -0.4
H 0.3 3.8 1.8
H -0.5 0.0 0.2

- energy relative to the best compared isomer or geometry (same formula, charge and spin) (kJ/mol) = 156.1
- highest occupied orbital energy (eV) = -9.499